Record 1
15
Properties=species:S:1:pos:R:3 method="wB97M-V/def2-TZVPD" charge=-1 e_lumo_ev=3.690 e_homo_ev=-2.512 homo_lumo_gap_ev=6.2 max_force_ev_per_a=3.0
C -0.85 -0.18 0.11
C 0.05 0.86 0.91
C 1.11 1.59 -0.02
O 0.74 2.25 -1.12
C -0.15 -1.55 -0.37
O -1.14 -2.52 -0.81
H -1.16 0.30 -0.80
H -1.64 -0.53 0.72
H -0.58 1.81 1.12
H 0.76 0.34 1.67
H 1.84 0.72 -0.26
H 1.88 2.33 0.85
H 0.55 -1.29 -1.23
H 0.39 -2.05 0.52
H -1.80 -2.07 -1.28



Record 2
15
Properties=species:S:1:pos:R:3 method="wB97M-V/def2-TZVPD" charge=-1 e_lumo_ev=3.900 e_homo_ev=-3.860 homo_lumo_gap_ev=7.8 max_force_ev_per_a=0.8
C 0.44 -1.00 -2.20
C 1.18 -1.01 -0.87
H 0.39 -0.03 -2.69
H 0.83 -1.71 -2.93
H -0.60 -1.29 -2.06
H 0.98 -1.94 -0.33
H 0.76 -0.26 -0.21
H 2.26 -0.84 -0.93
C -0.92 1.79 1.52
C -0.89 0.33 2.06
O -1.99 -0.24 2.15
O 0.26 -0.10 2.33
H -1.95 2.07 1.30
H -0.32 1.81 0.61
H -0.42 2.43 2.24



Record 3
15
Properties=species:S:1:pos:R:3 method="wB97M-V/def2-TZVPD" charge=-1 e_lumo_ev=3.846 e_homo_ev=-3.786 homo_lumo_gap_ev=7.6 max_force_ev_per_a=3.3
C -0.12 1.72 -0.34
C -1.09 1.55 -1.47
H 0.34 2.73 -0.13
H -0.25 1.30 0.64
H 0.73 1.02 -0.56
H -1.78 2.34 -1.80
H -0.66 1.10 -2.37
H -1.79 0.76 -1.21
C 0.00 -1.76 1.32
C 1.41 -1.93 0.58
O 2.33 -1.80 1.43
O 1.48 -1.94 -0.66
H -0.04 -0.67 1.49
H 0.26 -2.22 2.29
H -0.84 -2.21 0.81